(1)
One molecule with the formula C3H7NS. Source: the OMol25 dataset; level of theory: ωB97M-V/def2-TZVPD.

Values from the calculation:
SMILES: CC/C=N\S
Frontier orbital gap in eV: 9.4
E in eV: -15548.2927
LUMO level in eV: 0.822
Highest occupied orbital energy in eV: -8.62

```
! RIJCOSX wB97M-V def2-TZVPD def2/J DEFGRID3
* xyz 0 1
C 1.066 -0.865 -0.333
C 0.719 0.283 0.615
C -0.225 1.149 -0.128
N -1.504 1.040 -0.218
S -2.140 -0.514 0.113
H 1.480 -0.622 -1.282
H 0.067 -1.458 -0.481
H 1.805 -1.561 0.114
H 1.569 0.828 0.852
H 0.282 -0.094 1.452
H 0.242 1.924 -0.645
H -3.360 -0.110 -0.059
*
```

***

(2)
A 11-piece molecular cluster, C33H63FO33 overall. Source: the OMol25 dataset; level of theory: ωB97M-V/def2-TZVPD.

Values from the calculation:
SMILES: O=C1OC[C@@H](F)O1.COC(=O)OC.COC(=O)OC.COC(=O)OC.COC(=O)OC.COC(=O)OC.COC(=O)OC.COC(=O)OC.COC(=O)OC.COC(=O)OC.COC(=O)OC
Frontier orbital gap in eV: 10.8
E in eV: -105523.6510
LUMO level in eV: 0.494
Highest occupied orbital energy in eV: -10.31

```
! RIJCOSX wB97M-V def2-TZVPD def2/J DEFGRID3
* xyz 0 1
O 9.707 -14.488 11.913
C 10.269 -15.551 12.043
O 9.869 -16.747 11.642
C 10.819 -17.714 12.014
C 12.063 -16.904 12.082
F 12.625 -16.873 10.908
O 11.462 -15.690 12.560
H 10.509 -18.254 12.909
H 11.118 -18.468 11.286
H 12.755 -17.197 12.871
C 11.735 -13.159 9.722
O 12.725 -12.164 9.592
C 13.672 -12.187 8.618
O 13.807 -13.019 7.713
O 14.480 -11.185 8.838
C 15.683 -11.065 8.151
H 10.866 -12.763 10.248
H 12.111 -14.035 10.251
H 11.304 -13.470 8.771
H 16.271 -10.273 8.614
H 15.461 -10.787 7.121
H 16.349 -11.925 8.088
C 17.464 -17.528 14.130
O 16.116 -17.826 13.727
C 15.819 -18.415 12.505
O 14.675 -18.628 12.148
O 16.971 -18.609 11.779
C 16.886 -19.213 10.451
H 18.160 -17.466 13.292
H 17.868 -18.302 14.782
H 17.528 -16.606 14.708
H 16.449 -18.514 9.737
H 16.252 -20.096 10.369
H 17.822 -19.677 10.141
C 11.423 -14.247 15.200
O 12.583 -13.866 14.521
C 12.653 -12.824 13.848
O 11.834 -11.903 13.871
O 13.828 -12.815 13.182
C 14.273 -11.665 12.523
H 11.346 -13.524 16.012
H 11.578 -15.218 15.671
H 10.575 -14.204 14.517
H 13.623 -11.307 11.724
H 15.142 -11.957 11.935
H 14.669 -10.975 13.268
C 4.740 -18.354 11.980
O 5.838 -19.226 12.427
C 6.973 -18.820 13.038
O 8.020 -19.441 13.044
O 6.784 -17.676 13.714
C 7.720 -17.093 14.599
H 4.244 -17.815 12.787
H 3.997 -18.983 11.489
H 5.076 -17.740 11.144
H 7.210 -16.310 15.161
H 8.701 -16.847 14.193
H 8.072 -17.724 15.414
C 7.947 -14.865 18.936
O 8.462 -14.499 17.679
C 8.147 -13.335 17.036
O 7.435 -12.474 17.501
O 8.742 -13.376 15.878
C 8.503 -12.474 14.747
H 8.766 -14.791 19.651
H 7.817 -15.947 18.968
H 7.063 -14.311 19.251
H 7.484 -12.511 14.360
H 9.240 -12.646 13.963
H 8.675 -11.500 15.206
C 6.286 -13.107 11.961
O 5.252 -13.768 11.184
C 5.513 -14.798 10.348
O 4.640 -15.345 9.672
O 6.768 -15.039 10.193
C 7.214 -15.956 9.138
H 5.862 -12.186 12.362
H 7.113 -12.943 11.270
H 6.502 -13.779 12.791
H 6.399 -16.647 8.923
H 8.043 -16.562 9.502
H 7.452 -15.434 8.212
C 11.365 -14.341 5.596
O 11.405 -15.738 5.798
C 10.575 -16.238 6.702
O 9.760 -15.631 7.407
O 10.810 -17.553 6.865
C 9.975 -18.298 7.769
H 10.441 -14.048 5.098
H 12.299 -14.082 5.097
H 11.474 -13.803 6.537
H 9.725 -17.859 8.735
H 10.413 -19.244 8.089
H 9.002 -18.452 7.304
C 9.665 -18.032 17.898
O 10.961 -18.384 17.467
C 11.161 -18.453 16.168
O 10.543 -17.855 15.284
O 12.071 -19.418 15.943
C 12.359 -19.890 14.618
H 9.546 -17.950 18.979
H 9.007 -18.786 17.466
H 9.332 -17.061 17.530
H 11.406 -20.149 14.157
H 12.945 -20.809 14.615
H 12.933 -19.207 13.992
C 19.582 -13.958 12.510
O 18.296 -14.550 12.544
C 17.426 -14.299 11.485
O 17.733 -13.603 10.529
O 16.273 -15.011 11.681
C 15.238 -14.943 10.694
H 20.041 -14.108 11.533
H 20.199 -14.255 13.359
H 19.540 -12.870 12.556
H 15.408 -14.244 9.875
H 14.268 -14.817 11.176
H 15.210 -15.954 10.287
C 13.919 -17.265 7.516
O 15.158 -17.931 7.320
C 16.327 -17.271 7.127
O 17.436 -17.842 7.275
O 16.223 -16.021 6.773
C 17.284 -15.149 6.403
H 13.477 -17.608 8.452
H 13.248 -17.454 6.679
H 13.902 -16.179 7.606
H 18.303 -15.186 6.785
H 16.954 -14.151 6.690
H 17.489 -15.038 5.338
*
```

***

(3)
A 2-piece molecular cluster, C4H8ClN overall. Source: the OMol25 dataset; level of theory: ωB97M-V/def2-TZVPD.

Values from the calculation:
Frontier orbital gap in eV: 9.5
E in eV: -18286.9192
LUMO level in eV: 0.786
Highest occupied orbital energy in eV: -8.70

```
! RIJCOSX wB97M-V def2-TZVPD def2/J DEFGRID3
* xyz 0 1
C 0.699 -1.987 0.087
C 0.812 -0.669 0.265
C -1.354 1.125 -0.069
C 1.583 0.002 -0.809
N -1.853 1.942 0.773
Cl -2.498 -0.081 -0.549
H 1.142 -2.564 -0.767
H 0.095 -2.629 0.742
H 0.328 -0.311 1.174
H 2.620 -0.106 -0.670
H 1.385 1.026 -0.632
H 1.189 -0.281 -1.882
H -1.245 2.504 1.282
H -2.904 2.028 1.054
*
```

***

(4)
C23H18BrN4OPtSe as an isolated structure. Source: the OMol25 dataset; level of theory: ωB97M-V/def2-TZVPD.

Values from the calculation:
Frontier orbital gap (alpha / beta) in eV: 6.0 / 7.2
E in eV: -170779.1208
Expectation value of S²: 2.01
LUMO level (alpha / beta) in eV: -3.740 / -3.770
Highest occupied orbital energy (alpha / beta) in eV: -9.74 / -10.92

```
! RIJCOSX wB97M-V def2-TZVPD def2/J DEFGRID3
* xyz 1 3
Pt -0.037 0.825 -0.386
O 5.565 3.416 -1.153
C 4.407 2.746 -1.082
C 4.326 1.355 -1.042
C 3.082 0.772 -0.968
N 1.947 1.487 -0.948
C 2.060 2.819 -0.976
Br 0.402 3.702 -0.886
C 3.242 3.511 -1.043
H 6.316 2.813 -1.176
H 5.213 0.737 -1.067
H 2.960 -0.302 -0.928
H 3.282 4.589 -1.059
N -2.097 0.246 -0.495
C -2.971 0.686 0.586
C -4.217 1.178 0.226
C -5.091 1.651 1.189
C -4.701 1.621 2.519
C -3.458 1.121 2.864
C -2.555 0.632 1.915
C -1.222 0.138 2.378
C -1.156 -0.541 3.595
C 0.062 -0.891 4.160
C 1.237 -0.537 3.514
C 1.174 0.095 2.279
C -0.043 0.411 1.669
H -2.492 0.589 -1.365
H -2.080 -0.769 -0.573
H -4.504 1.190 -0.820
H -6.057 2.041 0.901
H -5.358 1.999 3.290
H -3.152 1.137 3.901
H -2.070 -0.810 4.107
H 0.088 -1.419 5.103
H 2.198 -0.770 3.955
H 2.101 0.332 1.764
Se 0.492 -2.529 0.685
N 0.411 -1.377 -0.695
C 0.340 -2.078 -1.814
C 0.265 -1.521 -3.138
C 0.181 -2.373 -4.181
C 0.169 -3.809 -4.008
C 0.248 -4.371 -2.785
C 0.338 -3.507 -1.635
N 0.406 -3.932 -0.390
H 0.285 -0.447 -3.273
H 0.125 -1.982 -5.189
H 0.097 -4.434 -4.887
H 0.243 -5.441 -2.639
*
```

***

(5)
C30H36BN9O6SV as an isolated structure. Source: the OMol25 dataset; level of theory: ωB97M-V/def2-TZVPD.

Values from the calculation:
Frontier orbital gap (alpha / beta) in eV: 6.7 / 7.8
E in eV: -94593.4517
Expectation value of S²: 2.09
LUMO level (alpha / beta) in eV: 2.436 / 2.248
Highest occupied orbital energy (alpha / beta) in eV: -4.28 / -5.54

```
! RIJCOSX wB97M-V def2-TZVPD def2/J DEFGRID3
* xyz -1 3
V 0.099 -0.110 0.580
C 3.705 0.483 2.880
C 2.467 -0.095 3.474
C 2.367 -0.742 4.722
C 1.030 -1.026 4.883
C 0.351 -1.711 6.024
N 0.393 -0.566 3.787
N 1.266 0.000 2.924
B -1.101 -0.340 3.572
N -1.271 1.070 2.959
N -0.740 1.399 1.757
C -1.118 2.649 1.481
C -0.764 3.398 0.241
C -1.900 3.132 2.540
C -1.973 2.100 3.455
C -2.690 2.080 4.764
N -1.768 -1.308 2.562
N -1.747 -1.019 1.239
C -2.652 -1.798 0.650
C -2.965 -1.768 -0.806
C -3.266 -2.608 1.614
C -2.676 -2.267 2.815
C -2.960 -2.812 4.174
H 4.547 0.315 3.552
H 3.587 1.554 2.715
H 3.937 0.042 1.915
H 3.169 -0.961 5.409
H 1.090 -1.951 6.786
H -0.131 -2.633 5.694
H -0.415 -1.074 6.473
H -1.682 -0.410 4.615
H 0.286 3.249 0.006
H -0.953 4.460 0.397
H -1.372 3.059 -0.600
H -2.351 4.106 2.626
H -3.148 3.053 4.930
H -2.002 1.866 5.582
H -3.473 1.319 4.773
H -2.976 -0.745 -1.178
H -3.940 -2.218 -0.987
H -2.215 -2.336 -1.355
H -4.038 -3.342 1.450
H -3.800 -3.502 4.121
H -3.196 -2.011 4.875
H -2.095 -3.352 4.563
O -0.580 0.639 -0.723
N -0.943 0.669 -1.950
N -0.566 -0.452 -2.521
O 0.082 -1.331 -1.867
C -1.053 -0.707 -3.813
C -1.563 0.324 -4.610
C -2.109 0.028 -5.843
C -2.156 -1.285 -6.299
C -1.610 -2.298 -5.523
C -1.049 -2.015 -4.291
H -1.518 1.335 -4.235
H -2.506 0.825 -6.459
H -2.622 -1.514 -7.249
H -1.635 -3.319 -5.881
H -0.619 -2.791 -3.673
C 2.272 1.427 -6.496
C 2.419 1.456 -4.998
C 1.452 2.050 -4.192
C 1.596 2.082 -2.814
C 2.718 1.523 -2.227
C 3.698 0.938 -3.015
C 3.543 0.901 -4.392
S 2.859 1.418 -0.442
O 4.268 1.179 -0.210
O 2.304 2.633 0.107
N 1.953 0.181 -0.028
C 2.525 -1.107 -0.407
C 1.894 -2.164 0.500
O 2.438 -3.228 0.730
O 0.737 -1.791 0.954
H 1.226 1.506 -6.792
H 2.684 0.505 -6.905
H 2.811 2.266 -6.945
H 0.572 2.487 -4.650
H 0.839 2.535 -2.187
H 4.572 0.520 -2.532
H 4.303 0.435 -5.010
H 3.612 -1.113 -0.336
H 2.236 -1.376 -1.434
*
```

***

(6)
One molecule with the formula C5H9ClSi. Source: the OMol25 dataset; level of theory: ωB97M-V/def2-TZVPD.

Values from the calculation:
SMILES: C#C[SiH2]CCCCl
Frontier orbital gap in eV: 10.8
E in eV: -25727.4480
LUMO level in eV: 0.791
Highest occupied orbital energy in eV: -10.00

```
! RIJCOSX wB97M-V def2-TZVPD def2/J DEFGRID3
* xyz 0 1
C 3.580 -0.643 0.866
C 2.621 0.228 0.568
Si 1.050 1.227 0.011
C -0.015 0.065 -1.101
C -1.024 -0.846 -0.182
C -2.300 0.058 0.293
Cl -2.583 -0.328 2.076
H 4.137 -1.651 0.991
H 0.219 1.637 1.154
H 1.435 2.403 -0.769
H -0.594 0.607 -1.932
H 0.719 -0.683 -1.600
H -0.488 -1.356 0.699
H -1.446 -1.702 -0.841
H -3.214 -0.198 -0.376
H -2.096 1.182 0.143
*
```

***

Energy above the lowest of the compared OMol25 structures with the same formula, charge and spin: 130.5; 0.0; 275.2; 15.4; 217.4; 414.1 (kJ/mol)